# 1
ORCA calculation (wB97M-V/def2-TZVPD) on C23H12F5I2N4O6S3V as an isolated structure at a distorted geometry.

## Properties
spin multiplicity: 2
orbital gap (spin up / spin down): 3.89 / 4.41 eV
maximum force: 2.8 eV Å⁻¹
total charge: -1
energy relative to the best compared isomer or geometry (same formula, charge and spin): 15.4 kcal/mol

Structure (XYZ):
```
56
Properties=species:S:1:pos:R:3:lowdin_charge:R:1
V -2.00 0.32 0.35 0.4486
F -1.75 -1.86 6.76 0.1407
C -1.47 -1.14 5.68 -0.1331
C -1.90 -1.61 4.45 -0.1319
F -2.62 -2.74 4.39 0.1207
C -1.61 -0.91 3.30 -0.2331
F -2.13 -1.31 2.12 -0.0680
C -0.92 0.29 3.31 -0.4631
S -0.65 1.17 1.85 0.7706
C -0.49 0.77 4.57 -0.2245
F 0.12 1.94 4.65 0.1220
C -0.75 0.04 5.72 -0.1133
F -0.39 0.51 6.93 0.1137
I -0.15 -3.60 0.91 0.8308
C -1.84 -4.23 -0.24 -1.1023
I -3.67 -3.15 -0.23 0.8686
H -2.10 -5.22 0.12 -0.0567
H -1.46 -4.23 -1.27 -0.0473
O -0.57 -2.24 -2.30 0.0957
C -1.05 -1.18 -2.01 -0.4980
O -1.66 -0.94 -0.81 -0.3578
C -1.12 -0.04 -3.02 -0.1247
C -0.91 -0.41 -4.36 0.0008
C -0.97 0.53 -5.39 -0.0568
C -1.35 1.81 -5.01 -0.0663
C -1.52 2.22 -3.67 -0.1081
C -1.44 1.31 -2.64 -0.5144
S -1.45 1.95 -0.97 0.7668
H -0.58 -1.43 -4.55 0.1284
H -0.78 0.32 -6.43 0.1097
H -1.40 2.60 -5.76 0.1061
H -1.76 3.25 -3.44 0.1015
N 1.90 -0.07 -0.46 0.0866
C 3.25 0.37 -0.21 -0.3183
C 4.05 0.78 -1.26 -0.0441
C 5.36 1.12 -1.00 -0.0775
C 5.90 0.98 0.25 -0.2676
C 5.08 0.60 1.28 -0.0595
C 3.76 0.27 1.06 -0.0526
S 7.65 1.39 0.47 0.3919
O 8.22 1.16 -0.86 -0.3853
O 8.11 0.51 1.52 -0.3760
O 7.67 2.79 0.84 -0.3710
H 1.41 0.43 -1.19 0.0572
H 1.30 -0.13 0.34 0.0007
H 3.66 0.91 -2.27 0.1053
H 6.01 1.42 -1.83 0.1123
H 5.50 0.54 2.25 0.0977
H 3.11 -0.02 1.88 0.1022
O -3.80 0.36 0.75 -0.3537
N -5.09 0.82 0.82 0.1051
C -5.72 0.62 -0.25 -0.2848
C -5.14 0.12 -1.45 -0.1821
N -4.56 -0.22 -2.39 0.2405
C -7.11 1.02 -0.53 -0.1314
N -8.17 1.42 -0.73 0.1791
```


# 2
ORCA calculation (wB97M-V/def2-TZVPD) on C23H13BrN4O2PdS as an isolated structure.

## Properties
orbital gap: 6.26 eV
maximum force: 0.5 eV Å⁻¹
total charge: +2
energy relative to the best compared isomer or geometry (same formula, charge and spin): 0.0 kcal/mol

Structure (XYZ):
```
45
Properties=species:S:1:pos:R:3:lowdin_charge:R:1
Pd -0.62 -1.18 -0.96 1.1017
S 4.74 -0.97 4.11 1.1307
N 4.83 -1.12 2.52 -0.1852
C 3.59 -1.07 2.06 -0.2945
C 3.20 -1.13 0.66 -0.0468
C 4.08 -1.23 -0.42 0.0761
C 3.58 -1.28 -1.70 0.0266
C 2.20 -1.25 -1.90 -0.0450
N 1.37 -1.16 -0.87 -0.0147
C 1.83 -1.10 0.40 -0.1226
C 0.84 -0.97 1.44 -0.1123
N -0.45 -0.92 1.04 0.0006
C -1.41 -0.81 1.95 -0.0603
C -1.13 -0.75 3.31 0.0224
C 0.18 -0.80 3.74 0.0744
C 1.20 -0.91 2.78 -0.0474
C 2.62 -0.97 3.09 -0.2928
N 3.14 -0.95 4.30 -0.1852
H 5.15 -1.25 -0.23 0.1439
H 4.23 -1.35 -2.56 0.1351
H 1.76 -1.30 -2.89 0.1340
H -2.43 -0.76 1.59 0.0965
H -1.94 -0.66 4.01 0.1342
H 0.44 -0.76 4.79 0.1437
Br -3.07 -1.31 -1.07 1.0817
C -3.28 0.60 -1.14 -0.5104
C -4.53 1.12 -1.21 -0.0737
C -4.66 2.53 -1.28 -0.0226
C -3.55 3.32 -1.28 0.0148
C -2.24 2.77 -1.21 -0.1340
C -1.09 3.59 -1.22 0.0104
C 0.16 3.04 -1.17 -0.0289
C 0.33 1.64 -1.08 -0.0606
C -0.77 0.85 -1.07 -0.1283
C -2.09 1.36 -1.13 -0.2055
H -5.41 0.49 -1.22 0.1244
H -5.65 2.96 -1.33 0.1284
H -3.64 4.40 -1.34 0.1341
H -1.21 4.66 -1.29 0.1347
H 1.04 3.67 -1.19 0.1253
H 1.33 1.25 -1.04 0.1027
O -0.77 -3.41 -1.32 -0.0610
C -0.67 -3.12 -2.51 -0.4485
O -0.55 -1.88 -2.85 -0.1607
H -0.67 -3.87 -3.31 0.1647
```


# 3
ORCA calculation (wB97M-V/def2-TZVPD) on C23H13F10N2O2ReS4Te as an isolated structure.

## Properties
spin multiplicity: 4
orbital gap (spin up / spin down): 5.90 / 7.15 eV
maximum force: 0.2 eV Å⁻¹
total charge: +1
energy relative to the best compared isomer or geometry (same formula, charge and spin): 0.0 kcal/mol

Structure (XYZ):
```
56
Properties=species:S:1:pos:R:3:lowdin_charge:R:1
Re 0.19 1.08 -0.93 1.3427
F -1.76 2.73 1.61 -0.4408
Te -0.04 3.34 2.06 1.9497
F -0.87 3.83 3.70 -0.4934
F 3.16 2.43 0.24 0.0920
F -0.74 4.95 1.17 -0.5284
F 0.14 1.50 2.66 -0.5338
O 0.20 2.66 0.00 -0.7971
S -0.75 1.95 -2.91 0.6737
C -1.97 3.12 -2.43 -0.6889
N -1.82 3.89 -1.34 0.1022
C -2.72 4.82 -0.99 -0.0002
C -3.83 4.99 -1.79 0.0064
C -3.93 4.17 -2.90 -0.0627
N -3.03 3.25 -3.22 0.0872
H -1.00 3.74 -0.73 0.0687
H -2.50 5.38 -0.09 0.1316
H -4.58 5.73 -1.55 0.1217
H -4.78 4.24 -3.57 0.1280
F 2.01 -0.16 -3.26 0.0797
C 2.77 0.15 -2.21 -0.2511
C 2.24 0.75 -1.12 -0.1348
C 3.14 1.08 0.02 -0.4827
F 2.62 0.56 1.18 0.0702
C 4.55 0.61 -0.12 -0.1029
F 5.34 0.83 0.91 0.1668
C 5.01 0.01 -1.25 -0.1482
F 6.27 -0.37 -1.35 0.1529
C 4.14 -0.22 -2.32 -0.1105
F 4.58 -0.82 -3.41 0.1666
O -0.57 -0.28 -0.29 -0.4296
C -0.46 -2.86 1.03 -0.2364
C -0.92 -3.61 -0.10 -0.4957
C -2.06 -3.35 -0.85 -0.1061
C -2.24 -4.28 -1.90 -0.1363
C -1.26 -5.23 -1.92 -0.3623
S -0.10 -5.01 -0.71 1.1201
C 0.94 -2.71 1.25 -0.4727
C 1.96 -2.74 0.30 -0.1052
C 3.23 -2.59 0.85 -0.1450
C 3.18 -2.46 2.22 -0.3508
S 1.61 -2.49 2.83 1.1550
C -1.39 -2.33 1.95 -0.4827
C -1.23 -1.21 2.76 -0.1050
C -2.35 -0.95 3.55 -0.1138
C -3.34 -1.88 3.37 -0.3498
S -2.95 -3.04 2.20 1.1278
H -2.69 -2.49 -0.68 0.1192
H -3.06 -4.24 -2.60 0.1166
H -1.18 -6.07 -2.59 0.0826
H 1.76 -2.82 -0.76 0.1150
H 4.15 -2.59 0.29 0.1161
H 4.02 -2.35 2.90 0.0890
H -0.36 -0.57 2.72 0.0769
H -2.43 -0.11 4.22 0.1244
H -4.29 -1.93 3.87 0.0842
```


# 4
ORCA calculation (wB97M-V/def2-TZVPD) on C23H14Co2O11S2 as an isolated structure at a distorted geometry.

## Properties
orbital gap: 5.63 eV
maximum force: 5.3 eV Å⁻¹
total charge: -2

Structure (XYZ):
```
52
Properties=species:S:1:pos:R:3:lowdin_charge:R:1
O -0.98 3.19 -2.61 0.1004
C -0.86 2.44 -1.73 -0.1887
Co -0.66 1.32 -0.45 0.1595
C -0.85 -0.06 -1.55 -0.1336
O -1.04 -0.80 -2.42 0.1086
C 1.01 1.79 -0.10 -0.1454
O 2.04 2.27 0.08 0.1007
C -2.24 2.02 0.73 -0.3114
C -1.98 3.37 1.27 -0.2073
C -0.82 3.64 2.05 -0.0478
C -0.51 4.95 2.42 -0.1122
C -1.39 5.99 2.16 -0.1454
C -2.57 5.74 1.44 -0.1174
C -2.84 4.45 0.98 -0.0382
C -3.28 1.41 -0.01 -0.4014
C -4.01 1.41 -1.15 -0.0622
Co -2.86 0.48 1.44 0.0602
C -1.47 0.22 2.50 -0.1232
O -0.62 0.17 3.30 0.0608
C -3.26 -1.06 0.59 -0.1123
O -3.52 -2.08 0.09 0.1171
C -4.31 0.34 2.47 -0.1360
O -5.26 0.10 3.11 0.0613
H -0.17 2.83 2.38 0.0974
H 0.42 5.17 2.97 0.0937
H -1.17 7.01 2.49 0.0806
H -3.27 6.54 1.23 0.0827
H -3.77 4.25 0.43 0.1075
H -4.71 0.58 -1.32 0.0272
H -4.06 2.29 -1.81 0.0376
C 1.31 -1.57 1.96 -0.0546
O 1.10 -1.06 0.56 -0.2654
C 1.45 -1.72 -0.53 -0.5348
S 3.17 -1.46 -1.08 0.6864
O 3.33 -0.53 -2.18 -0.3397
O 3.93 -1.27 0.15 -0.3503
C 3.53 -3.11 -1.68 -0.2503
C 2.55 -4.07 -1.46 -0.2317
C 2.65 -5.32 -2.11 -0.0542
C 3.76 -5.59 -2.91 -0.1019
C 4.78 -4.65 -3.07 -0.0972
C 4.65 -3.39 -2.48 -0.0532
S 1.06 -3.49 -0.61 0.7060
O 1.12 -3.95 0.78 -0.3638
O -0.12 -3.77 -1.41 -0.3354
H 1.39 -0.68 2.57 0.0643
H 0.42 -2.15 2.20 0.0748
H 2.23 -2.15 1.99 0.0732
H 1.85 -6.05 -1.99 0.1161
H 3.85 -6.56 -3.40 0.0925
H 5.67 -4.87 -3.65 0.0919
H 5.38 -2.60 -2.66 0.1147
```


# 5
ORCA calculation (wB97M-V/def2-TZVPD) on C23H14N5S2Sn as an isolated structure at a distorted geometry.

## Properties
orbital gap: 5.60 eV
maximum force: 1.4 eV Å⁻¹
total charge: -1
energy relative to the best compared isomer or geometry (same formula, charge and spin): 8.4 kcal/mol

Structure (XYZ):
```
45
Properties=species:S:1:pos:R:3:lowdin_charge:R:1
Sn 1.92 -0.54 0.66 0.6773
C 1.45 0.11 -4.08 -0.0426
C 1.71 0.32 -2.72 -0.1846
N 0.79 0.29 -1.79 0.0527
C -0.48 0.01 -2.14 -0.1449
C -0.85 -0.22 -3.49 -0.1458
C 0.17 -0.16 -4.47 -0.0117
C -2.20 -0.49 -3.80 -0.0396
C -3.14 -0.54 -2.80 -0.0733
C -2.78 -0.32 -1.47 -0.0081
C -1.47 -0.04 -1.14 -0.1952
N -1.08 0.12 0.20 -0.1145
C -1.26 1.30 0.83 -0.1479
C -2.12 2.27 0.29 -0.0271
C -2.49 3.40 1.00 -0.1041
C -2.02 3.63 2.27 -0.0812
C -1.04 2.77 2.79 -0.1652
C -0.40 3.03 4.03 -0.0257
C 0.66 2.26 4.42 -0.0567
C 1.07 1.22 3.58 -0.1489
N 0.45 0.91 2.47 0.0089
C -0.60 1.63 2.06 -0.1463
H 2.26 0.14 -4.79 0.1031
H 2.72 0.52 -2.37 0.0975
H -0.07 -0.33 -5.51 0.1126
H -2.48 -0.66 -4.83 0.1067
H -4.17 -0.75 -3.04 0.1005
H -3.52 -0.36 -0.69 0.1265
H -2.53 2.12 -0.70 0.0982
H -3.18 4.10 0.54 0.0986
H -2.34 4.49 2.84 0.0965
H -0.75 3.86 4.63 0.1088
H 1.17 2.44 5.35 0.0983
H 1.93 0.61 3.82 0.0970
S 2.53 -2.41 -1.05 0.4913
C 3.08 -3.69 0.00 -0.7615
C 3.56 -4.81 -0.69 -0.3313
N 3.96 -5.70 -1.30 0.1431
C 3.08 -3.67 1.36 -0.7610
S 2.53 -2.36 2.38 0.4670
C 3.58 -4.76 2.08 -0.3311
N 4.00 -5.63 2.70 0.1439
C -0.34 -1.01 0.70 -0.2935
H -0.65 -1.20 1.73 0.0511
H -0.63 -1.88 0.10 0.0622
```


# 6
ORCA calculation (wB97M-V/def2-TZVPD) on C23H15BF4FeN4O6S2 as an isolated structure.

## Properties
spin multiplicity: 2
orbital gap (spin up / spin down): 7.32 / 6.87 eV
maximum force: 0.9 eV Å⁻¹
total charge: -1
energy relative to the best compared isomer or geometry (same formula, charge and spin): 0.0 kcal/mol

Structure (XYZ):
```
56
Properties=species:S:1:pos:R:3:lowdin_charge:R:1
Fe 1.52 0.44 -1.11 0.7867
O 1.47 4.16 0.48 -0.2787
S 0.84 3.17 -0.35 0.6209
O 1.21 3.06 -1.74 -0.2697
N 1.02 1.67 0.23 -0.1905
C 1.47 1.32 1.49 -0.2197
C 1.45 2.07 2.65 0.0028
C 1.89 1.50 3.86 -0.0666
C 2.33 0.21 3.94 -0.0440
C 2.35 -0.59 2.78 -0.1475
C 2.78 -1.94 2.73 0.0101
C 2.76 -2.62 1.55 -0.0136
C 2.34 -1.98 0.37 -0.0400
N 1.93 -0.73 0.40 0.0357
C 1.93 -0.02 1.57 -0.1326
C -0.91 3.46 -0.28 -0.2552
C -1.34 4.77 -0.48 -0.0584
C -2.70 5.04 -0.47 -0.0794
C -3.61 4.02 -0.26 -0.0840
C -3.17 2.72 -0.06 -0.0623
C -1.81 2.43 -0.06 -0.0482
H 1.12 3.10 2.62 0.1060
H 1.87 2.11 4.75 0.1055
H 2.66 -0.22 4.88 0.1085
H 3.12 -2.42 3.64 0.1199
H 3.09 -3.65 1.48 0.1127
H 2.33 -2.48 -0.59 0.1167
H -0.61 5.56 -0.64 0.1166
H -3.04 6.05 -0.64 0.1018
H -4.67 4.23 -0.26 0.1004
H -3.88 1.92 0.10 0.1076
H -1.45 1.42 0.08 0.0988
S 6.09 1.23 -0.88 0.5119
C 4.50 1.05 -1.02 -0.8971
N 3.34 0.91 -1.12 0.0167
F 2.30 -2.09 -4.38 0.1726
B 1.55 -2.22 -3.24 -1.1729
F 1.92 -1.06 -2.34 -0.0111
F 0.19 -2.14 -3.44 0.1740
F 1.90 -3.35 -2.49 0.1119
O -1.97 0.31 -3.11 0.0921
C -1.28 -0.15 -2.22 -0.5658
O -0.18 0.40 -1.82 -0.1072
C -1.77 -1.39 -1.48 -0.1082
C -2.85 -2.07 -2.01 0.0126
C -3.34 -3.21 -1.39 0.0146
C -2.73 -3.63 -0.22 -0.1476
C -1.65 -2.97 0.33 0.0168
C -1.18 -1.84 -0.31 0.0057
N -3.25 -4.83 0.46 -0.3547
O -4.18 -5.42 -0.05 0.0636
O -2.65 -5.23 1.44 0.0620
H -3.29 -1.70 -2.93 0.1246
H -4.18 -3.76 -1.78 0.1162
H -1.20 -3.33 1.25 0.1165
H -0.35 -1.29 0.10 0.0921
```


# 7
ORCA calculation (wB97M-V/def2-TZVPD) on C23H15BrCl3N3O10PtS3 as an isolated structure at a distorted geometry.

## Properties
spin multiplicity: 3
orbital gap (spin up / spin down): 7.42 / 7.09 eV
maximum force: 2.0 eV Å⁻¹
total charge: -2
energy relative to the best compared isomer or geometry (same formula, charge and spin): 0.0 kcal/mol

Structure (XYZ):
```
59
Properties=species:S:1:pos:R:3:lowdin_charge:R:1
Pt 1.92 1.17 -1.15 1.0657
C 0.70 -1.92 -2.77 -0.0562
O 0.74 -1.27 -1.51 -0.1288
C -0.27 -1.52 -0.64 -0.2152
C -1.43 -2.18 -1.01 -0.0664
C -2.38 -2.44 -0.03 -0.6800
Br -3.98 -3.34 -0.53 0.6913
C -2.16 -2.13 1.28 -0.0956
C -0.97 -1.48 1.67 -0.0438
C -0.05 -1.10 0.69 -0.1672
O 1.13 -0.44 0.87 -0.0262
C -0.76 -1.49 3.13 -0.2442
N -1.37 -2.40 3.88 0.1505
C -0.86 -2.24 5.14 -0.2382
C -1.11 -2.94 6.32 -0.0379
C -0.41 -2.57 7.45 -0.1283
C 0.52 -1.52 7.43 -0.1218
C 0.79 -0.82 6.27 -0.0177
C 0.09 -1.19 5.13 -0.1923
N 0.13 -0.75 3.84 0.1582
H 0.63 -3.00 -2.64 0.1041
H 1.63 -1.66 -3.27 0.0997
H -0.14 -1.57 -3.39 0.0942
H -1.60 -2.49 -2.03 0.1014
H -2.86 -2.42 2.05 0.0969
H 1.12 0.24 1.60 -0.0311
H -1.84 -3.74 6.34 0.0991
H -0.58 -3.09 8.39 0.0847
H 1.05 -1.26 8.34 0.0876
H 1.51 -0.01 6.23 0.1097
H 0.63 0.11 3.55 -0.0213
Cl 1.48 1.89 2.86 0.0169
C 2.16 3.67 0.17 -1.3815
Cl 2.05 3.82 -1.61 0.7116
Cl 2.63 5.22 0.84 0.6161
C 0.63 3.29 0.54 -0.9145
O -0.02 4.12 1.12 0.0016
O 0.29 2.18 0.01 -0.2241
O 4.65 2.98 -1.95 -0.4055
S 4.66 1.87 -1.04 0.2113
O 4.04 0.62 -1.55 -0.4635
O 5.92 1.62 -0.39 -0.3638
S 3.37 2.35 0.65 0.6561
O -0.62 -0.43 -7.07 -0.3399
S -0.34 0.85 -6.46 0.6114
O -0.36 1.98 -7.35 -0.3336
N 1.02 0.79 -5.58 -0.0327
C 0.80 0.91 -4.29 -0.5250
O 1.71 0.86 -3.42 -0.1223
C -0.67 1.10 -3.94 -0.1370
C -1.25 1.22 -2.69 -0.0074
C -2.62 1.37 -2.61 -0.0529
C -3.41 1.38 -3.76 -0.0821
C -2.83 1.25 -5.01 -0.0502
C -1.46 1.11 -5.08 -0.2119
H -0.64 1.21 -1.80 0.0709
H -3.08 1.48 -1.63 0.1116
H -4.48 1.49 -3.67 0.0971
H -3.44 1.26 -5.91 0.1125
```


# 8
ORCA calculation (wB97M-V/def2-TZVPD) on C23H15Cl5F5HfIN2O4Se as an isolated structure.

## Properties
orbital gap: 8.09 eV
maximum force: 0.7 eV Å⁻¹
energy relative to the best compared isomer or geometry (same formula, charge and spin): 0.0 kcal/mol

Structure (XYZ):
```
57
Properties=species:S:1:pos:R:3:lowdin_charge:R:1
Hf -0.20 0.25 0.33 1.5304
C -1.25 -2.67 2.73 0.0161
C 0.01 -1.81 2.78 -0.4874
C 1.12 -2.44 3.58 0.0043
O 0.46 -1.69 1.40 -0.1893
C -0.33 -0.36 3.19 -0.5600
O 0.00 0.12 4.25 0.0974
O -0.93 0.27 2.24 -0.1646
H -1.02 -3.63 2.26 0.1013
H -2.02 -2.17 2.16 0.0857
H -1.61 -2.85 3.74 0.1056
H 1.33 -3.45 3.22 0.1030
H 0.83 -2.49 4.63 0.1018
H 2.03 -1.83 3.52 0.0947
H 1.44 -1.74 1.34 0.0890
F -0.85 1.42 -2.21 0.0234
C -0.63 2.59 -1.53 -0.2844
C -0.23 2.46 -0.22 -0.1609
C -0.02 3.65 0.44 -0.2326
F 0.39 3.61 1.73 0.0753
C -0.20 4.88 -0.15 -0.1400
F 0.03 6.01 0.53 0.1137
C -0.60 4.94 -1.47 -0.1218
F -0.78 6.13 -2.07 0.1247
C -0.82 3.78 -2.19 -0.1394
F -1.22 3.84 -3.47 0.1194
Cl -3.30 1.47 0.47 0.7484
C -3.36 -0.11 -0.23 -0.6973
C -2.14 -0.74 -0.45 -0.3110
C -2.22 -2.00 -1.04 -0.7015
Cl -0.73 -2.79 -1.35 0.7575
C -3.41 -2.60 -1.40 -0.7086
Cl -3.42 -4.16 -2.13 0.6979
C -4.61 -1.91 -1.18 -0.6972
Cl -6.11 -2.62 -1.64 0.7011
C -4.58 -0.64 -0.60 -0.7093
Cl -6.04 0.21 -0.33 0.6969
N 2.19 1.88 3.50 0.2385
C 2.42 1.49 2.25 -0.6427
O 1.58 0.81 1.64 -0.2095
C 3.71 1.87 1.60 -0.5296
I 5.01 0.17 1.77 0.8400
H 1.34 1.53 3.96 0.1101
H 2.87 2.40 4.02 0.1320
H 4.20 2.71 2.07 0.0547
H 3.55 2.04 0.54 0.0420
Se 2.03 -0.21 -1.09 0.6743
C 1.74 -0.98 -2.83 -0.6438
C 1.46 -0.20 -3.93 -0.1157
C 1.32 -0.81 -5.17 -0.1448
N 1.46 -2.13 -5.36 0.0539
C 1.75 -2.87 -4.29 -0.1536
C 1.90 -2.35 -3.01 -0.1834
H 1.36 0.88 -3.85 0.0957
H 1.10 -0.22 -6.05 0.1047
H 1.87 -3.94 -4.46 0.1047
H 2.15 -3.00 -2.18 0.0901
```